Formula: C30H43
Source: the OMol25 dataset
Level of theory: the ωB97M-V functional and the def2-TZVPD basis

Its multiplicity is 1. As for the charge: +1. For the energy above the lowest of the compared OMol25 structures with the same formula, charge and spin, the calculation gives 0.00 kcal per mole. Its energy is -1168.66528 hartree. As for the highest occupied orbital energy: -10.6 eV. The value obtained for the orbital gap is 5.2 eV.

Geometry as XYZ:
```
73
C30H43 the ωB97M-V functional and the def2-TZVPD basis
C 3.645 0.297 -2.695
C 3.245 0.588 -1.295
C 2.429 -0.289 -0.609
C 2.009 -0.040 0.689
C 1.125 -1.082 1.277
C 2.414 1.136 1.343
C 2.009 1.477 2.774
C 2.587 0.485 3.792
C 0.492 1.676 2.985
C -0.178 2.699 2.132
C -1.547 2.875 1.972
C -2.026 3.897 1.070
C -1.089 4.707 0.239
C -3.378 4.121 0.932
C -4.322 3.382 1.634
C -5.773 3.658 1.479
C -3.882 2.375 2.482
C -2.548 2.095 2.670
C -2.232 0.978 3.602
C 3.257 2.020 0.653
C 3.757 3.282 1.270
C 3.653 1.738 -0.647
H 4.286 1.082 -3.095
H 4.189 -0.645 -2.752
H 2.766 0.222 -3.335
H 2.104 -1.194 -1.097
H 0.869 -0.900 2.314
H 0.192 -1.143 0.714
H 1.612 -2.057 1.235
H 2.453 2.455 3.006
H 3.675 0.428 3.737
H 2.315 0.757 4.813
H 2.213 -0.522 3.628
H 0.009 0.717 2.823
H 0.322 1.918 4.040
H 0.477 3.387 1.626
H -1.642 5.390 -0.407
H -0.423 5.316 0.854
H -0.487 4.068 -0.411
H -3.713 4.883 0.249
H -6.364 2.990 2.106
H -6.009 4.682 1.771
H -6.091 3.513 0.445
H -4.614 1.792 3.014
H -3.136 0.608 4.084
H -1.799 0.126 3.075
H -1.569 1.298 4.406
H 4.392 3.828 0.572
H 2.934 3.946 1.539
H 4.358 3.083 2.160
H 4.292 2.438 -1.161
C 2.457 -3.566 -3.982
C 1.035 -3.184 -3.588
C 0.317 -4.287 -2.814
C -1.131 -3.930 -2.426
H -1.140 -2.989 -1.852
C -1.797 -5.082 -1.619
C -2.633 -5.818 -2.689
C -2.817 -4.824 -3.800
C -2.008 -3.780 -3.650
H 2.971 -2.767 -4.526
H 3.061 -3.800 -3.102
H 2.465 -4.451 -4.623
H 1.040 -2.263 -2.990
H 0.452 -2.932 -4.484
H 0.299 -5.201 -3.418
H 0.891 -4.546 -1.917
H -1.050 -5.732 -1.150
H -2.432 -4.696 -0.812
H -2.079 -6.691 -3.064
H -3.601 -6.178 -2.313
H -3.556 -4.902 -4.579
H -2.002 -2.923 -4.302
```